# C7H15NO2

A cluster of 2 separate species, C7H15NO2 in total in a non-equilibrium geometry (the ωB97M-V functional and the def2-TZVPD basis, OMol25).

Geometry as XYZ:
```
25
Properties=species:S:1:pos:R:3:lowdin_charge:R:1
C -1.832 -0.480 1.076 -0.098
C -1.272 0.294 -0.770 -0.109
C -1.819 -0.571 -1.631 0.071
O -1.483 0.331 2.092 -0.011
H -2.096 1.075 2.161 0.115
H -1.241 -1.381 1.050 0.091
H -2.900 -0.564 0.890 0.096
H -1.777 1.183 -0.407 0.131
H -1.266 -0.870 -2.512 0.079
H -2.743 -1.108 -1.455 0.073
C 1.826 -0.014 1.221 -0.093
C 1.203 -1.715 -0.403 -0.092
C 0.740 2.032 -0.403 -0.035
N 0.941 -0.405 0.143 -0.203
C 0.481 0.592 -0.886 -0.640
O 0.871 0.363 -2.089 -0.098
H 2.796 0.348 0.851 0.090
H 2.006 -0.869 1.875 0.083
H 1.378 0.775 1.824 0.071
H 0.421 -2.003 -1.114 0.075
H 2.130 -1.730 -0.987 0.093
H 1.221 -2.452 0.404 0.082
H 0.300 2.234 0.577 0.064
H 1.810 2.234 -0.364 0.080
H 0.305 2.702 -1.143 0.083
```

Summary:
Kohn-Sham gap (spin up / spin down) (eV): 5.867 / 6.641

***

# CH2F2N2

An isolated molecule of CH2F2N2 in a non-equilibrium geometry (the ωB97M-V functional and the def2-TZVPD basis, OMol25).

Geometry as XYZ:
```
7
Properties=species:S:1:pos:R:3:lowdin_charge:R:1
C 0.257 -0.133 0.047 -0.147
N -0.713 0.887 -0.161 0.020
N 1.176 -0.442 0.948 0.019
F -1.667 0.646 -1.206 -0.080
F 1.875 -1.532 0.501 -0.104
H 0.398 -0.698 -0.813 0.098
H -1.326 1.273 0.684 0.196
```

Summary:
Kohn-Sham gap (eV): 10.695
SMILES: F/N=C/NF

***

# CH6N4O

A structure of composition CH6N4O in a non-equilibrium geometry (the ωB97M-V functional and the def2-TZVPD basis, OMol25).

Geometry as XYZ:
```
12
Properties=species:S:1:pos:R:3:lowdin_charge:R:1
N -0.038 1.260 -0.597 -0.046
N 0.201 0.372 1.681 0.060
N -0.390 -2.060 0.181 0.053
C 0.063 -0.031 -0.814 -0.246
O 0.265 1.953 -1.790 -0.096
N 0.245 -0.853 0.233 -0.144
H -0.040 2.852 -1.596 0.084
H 1.190 0.165 1.836 0.014
H 0.193 1.389 1.591 -0.002
H -1.399 -1.994 0.071 0.094
H -0.167 -2.597 1.009 0.094
H -0.125 -0.456 -1.804 0.133
```

Summary:
Kohn-Sham gap (spin up / spin down) (eV): 8.637 / 8.634

***

# C13H27NOsSi2

A structure of composition C13H27NOsSi2 in a non-equilibrium geometry (the ωB97M-V functional and the def2-TZVPD basis, OMol25).

Geometry as XYZ:
```
44
Properties=species:S:1:pos:R:3:lowdin_spin:R:1
Os 0.223 -0.358 0.049 2.297
C 0.586 -0.616 -1.939 0.197
H 1.677 -0.722 -2.074 0.022
H 0.109 -1.557 -2.263 0.046
H 0.204 0.217 -2.551 0.006
H -1.415 -0.115 -0.269 0.113
H -1.362 -0.903 0.344 0.123
C -2.517 1.554 2.556 0.027
Si -1.175 0.447 3.227 0.068
C -0.416 1.134 4.820 0.020
C -1.951 -1.219 3.609 0.003
C 0.233 0.431 1.972 0.397
C 0.736 1.737 1.429 0.066
C 1.216 2.845 2.119 0.021
C 1.570 3.979 1.382 0.031
C 1.469 3.906 -0.018 0.030
C 1.060 2.733 -0.650 0.025
N 0.687 1.687 0.099 0.131
Si 1.580 -0.900 2.256 0.105
C 3.134 -0.010 2.787 0.037
C 1.236 -2.086 3.667 0.016
C 1.668 -1.899 0.668 0.134
H -3.250 1.746 3.356 0.004
H -3.019 1.036 1.725 0.001
H -2.090 2.507 2.203 0.000
H -1.201 1.163 5.597 0.003
H 0.408 0.493 5.168 0.000
H -0.039 2.160 4.662 0.000
H -2.359 -1.643 2.678 0.002
H -1.239 -1.920 4.072 0.000
H -2.782 -1.046 4.314 0.000
H 1.284 2.773 3.207 0.000
H 1.917 4.874 1.908 0.001
H 1.735 4.767 -0.615 0.002
H 1.014 2.612 -1.731 0.001
H 2.894 0.561 3.696 0.000
H 3.909 -0.756 3.030 0.005
H 3.494 0.669 1.999 0.000
H 0.436 -2.777 3.367 0.000
H 2.164 -2.655 3.857 0.002
H 0.970 -1.518 4.570 0.000
H 0.924 -2.691 0.542 0.029
H 1.888 -1.409 -0.304 0.023
H 2.652 -2.309 0.970 0.012
```

Summary:
Kohn-Sham gap (spin up / spin down) (eV): 8.960 / 5.477
Charge: +2
⟨S²⟩: 6.014
2S+1: 5

***

Here are the calculated energy above the lowest of the compared OMol25 structures with the same formula, charge and spin numbers, same order: 7.053, 4.389, 6.430, 0.068 (eV).
Here are the calculated E_tot numbers, same order: -480.72629, -348.35519, -335.76032, -1235.15463 (a.u.).